No. 1
The following is a DFT calculation (ωB97M-V/def2-TZVPD) of a single C2H3BrFNO2 molecule.

HOMO-LUMO gap: 10.3 eV
ΔE to the lowest compared entry with this formula, charge and spin: 0.225 eV
Total energy: -2957.00233 hartree
Lowest unoccupied orbital energy: -0.03063 Eh
HOMO: -11.09 eV

The geometry in XYZ format:
```
10
C2H3BrFNO2 (ωB97M-V/def2-TZVPD)
C 0.144 0.092 -0.047
C 0.554 1.338 -0.785
F 0.784 2.444 -0.037
Br 2.357 0.929 -1.612
N -0.307 1.612 -1.964
O -0.605 0.670 -2.602
O -0.693 2.749 -2.205
H 0.530 -0.071 0.970
H -0.991 0.041 0.005
H 0.441 -0.730 -0.829
```

No. 2
The following is a DFT calculation (ωB97M-V/def2-TZVPD) of a molecular structure, C19H20BeF5O4SiTe.

HOMO-LUMO gap: 8.6 eV
ΔE to the lowest compared entry with this formula, charge and spin: 2.556 eV
Charge: -1
Total energy: -2108.74523 hartree
Lowest unoccupied orbital energy: 0.06634 Eh
HOMO: -6.80 eV

The geometry in XYZ format:
```
51
C19H20BeF5O4SiTe (ωB97M-V/def2-TZVPD)
Be 0.226 -0.283 -0.076
O -0.628 1.013 -0.797
C 0.162 1.701 -1.753
C 1.537 0.930 -1.726
O 2.479 1.360 -2.353
O 1.488 -0.137 -1.041
C -0.308 1.558 -3.179
C -1.108 0.494 -3.578
C -1.484 0.370 -4.905
C -1.070 1.296 -5.845
C -0.250 2.342 -5.454
C 0.137 2.469 -4.134
C 0.259 3.159 -1.335
C 1.383 3.694 -0.724
C 1.396 5.026 -0.340
C 0.291 5.831 -0.555
C -0.839 5.298 -1.151
C -0.854 3.971 -1.540
H -1.579 0.993 -0.975
H -1.432 -0.251 -2.866
H -2.100 -0.465 -5.203
H -1.363 1.193 -6.880
H 0.099 3.061 -6.182
H 0.793 3.273 -3.834
H 2.250 3.071 -0.566
H 2.276 5.440 0.129
H 0.308 6.869 -0.254
H -1.708 5.919 -1.316
H -1.734 3.562 -2.016
F -3.067 -2.308 1.109
Te -1.741 -0.894 1.352
F -2.920 -0.556 2.878
F -1.928 1.116 1.448
F -3.050 -0.247 -0.044
F -1.184 -2.389 2.538
O -0.766 -1.513 -0.006
C -1.366 -1.661 5.401
Si -0.359 -0.269 4.579
C 1.452 -0.399 5.193
C -1.045 1.415 5.166
C -0.054 -0.149 2.744
C 0.483 0.012 1.646
H -1.360 -1.537 6.482
H -0.958 -2.640 5.173
H -2.395 -1.655 5.062
H 1.478 -0.358 6.277
H 2.054 0.420 4.814
H 1.926 -1.323 4.881
H -1.039 1.458 6.252
H -2.063 1.573 4.826
H -0.438 2.238 4.798
```

No. 3
The following is a DFT calculation (ωB97M-V/def2-TZVPD) of a molecular structure, C8H16ClFeO20S4Ti.

Multiplicity: 8
HOMO-LUMO gap (alpha / beta): 4.6 / 5.3 eV
ΔE to the lowest compared entry with this formula, charge and spin: 1.733 eV
Charge: +2
Total energy: -5984.16767 hartree
Lowest unoccupied orbital energy (alpha / beta): -0.38147 / -0.36879 Eh
HOMO (alpha / beta): -15.01 / -15.35 eV

The geometry in XYZ format:
```
51
C8H16ClFeO20S4Ti (ωB97M-V/def2-TZVPD)
Fe -11.485 18.410 9.508
Ti -7.382 18.216 7.426
Cl -8.960 17.026 10.772
O -7.845 17.248 9.889
O -9.827 15.991 10.225
O -8.457 16.735 12.056
O -9.827 18.199 10.910
C -7.017 13.707 9.527
C -8.148 13.183 8.679
O -8.177 14.120 7.580
S -6.637 14.577 7.233
O -6.575 16.022 7.336
O -6.139 13.866 6.091
O -5.984 13.992 8.586
H -6.699 13.026 10.314
H -7.257 14.605 10.106
H -9.089 13.196 9.221
H -7.937 12.134 8.468
C -11.387 19.067 14.718
C -10.611 17.809 14.961
O -10.910 16.972 13.862
S -12.445 17.250 13.333
O -13.327 16.288 13.942
O -12.490 17.366 11.887
O -12.603 18.681 14.045
H -10.842 19.731 14.041
H -11.623 19.693 15.575
H -10.875 17.307 15.896
H -9.535 17.978 14.967
C -11.961 12.943 11.361
C -11.503 13.639 12.675
O -10.730 12.622 13.312
S -9.876 11.856 12.218
O -9.516 10.536 12.680
O -8.799 12.571 11.565
O -11.157 11.734 11.236
H -11.721 13.529 10.476
H -12.995 12.610 11.360
H -12.300 13.954 13.339
H -10.804 14.441 12.426
C -6.129 20.801 13.436
C -6.981 19.581 13.245
O -8.236 20.066 13.704
S -8.043 20.883 15.083
O -8.047 20.002 16.214
O -8.873 22.031 15.234
O -6.464 21.262 14.717
H -6.256 21.511 12.615
H -5.079 20.508 13.512
H -6.628 18.727 13.828
H -7.016 19.234 12.213
```

No. 4
The following is a DFT calculation (ωB97M-V/def2-TZVPD) of a molecular structure, C19H29NO2S.

HOMO-LUMO gap: 8.6 eV
ΔE to the lowest compared entry with this formula, charge and spin: 17.578 eV
Total energy: -1344.20148 hartree
Lowest unoccupied orbital energy: 0.00602 Eh
HOMO: -8.42 eV

The geometry in XYZ format:
```
52
C19H29NO2S (ωB97M-V/def2-TZVPD)
C -8.006 -0.354 1.534
H -7.456 -0.812 2.328
H -8.122 -1.023 0.678
H -8.905 0.150 1.693
S -6.886 0.683 0.591
C -5.572 -0.351 0.445
C -4.469 0.383 -0.085
C -3.234 -0.400 -0.660
O -3.292 -1.571 -0.292
N -2.129 0.048 -1.226
C -1.951 1.694 -1.414
H -2.899 2.189 -1.426
C -0.792 1.776 -0.561
H -0.525 3.081 -0.631
H -1.227 1.913 0.437
C 0.361 1.042 -0.423
H 1.173 1.202 0.283
H 0.864 1.198 -1.438
C 0.220 -0.319 -0.505
C 1.293 -1.265 -0.685
C 2.595 -1.000 -0.176
H 3.036 -1.837 0.298
H 2.446 -0.386 0.924
C 3.536 -0.080 -0.742
C 4.862 0.293 -0.389
C 6.010 -0.747 -0.226
C 7.087 -0.743 0.521
C 7.215 0.712 1.315
C 6.045 1.408 1.537
C 5.011 1.191 0.756
H 4.169 2.044 0.698
H 6.167 2.287 1.939
H 8.107 0.757 1.944
H 7.873 -1.387 0.434
H 5.819 -1.701 -0.855
H 3.873 -0.449 -1.810
H 3.154 0.828 -1.336
H 1.027 -2.315 -0.291
H 1.472 -1.223 -1.865
C -1.118 -0.606 -1.359
H -1.220 -1.858 -1.234
H -0.784 -0.458 -2.230
C -0.462 -0.840 1.014
O -0.838 -2.266 1.126
H -1.774 -2.143 0.618
H 0.625 -0.748 1.671
H -1.080 -0.222 1.345
H -1.393 1.464 -2.421
H -4.702 1.057 -1.286
H -4.191 1.375 0.471
H -5.845 -1.003 -0.320
H -5.168 -0.668 1.282
```